Entry from the OMol25 dataset: C28H44BrN3P2Pd as an isolated structure in a non-equilibrium geometry (ωB97M-V/def2-TZVPD).

Results
- calculated total energy (hartree) = -4640.4962
- 2S+1 = 5
- largest force on an atom (eV/Å) = 5.18
- HOMO level (alpha / beta) (eV) = -18.552 / -19.001
- HOMO-LUMO gap (alpha / beta) (eV) = 6.2237 / 4.4542
- total charge = +4

```
79
Properties=species:S:1:pos:R:3:lowdin_spin:R:1
N -6.39524 4.75382 -5.86782 0.7790
C -6.21388 5.17836 -4.60667 0.0670
C -5.42820 4.49132 -3.67285 0.0921
C -4.77612 3.28091 -4.03610 -0.0031
C -4.97076 2.86778 -5.37323 0.0945
C -5.77722 3.62906 -6.23693 0.0704
C -3.88683 2.54530 -3.13577 0.2199
Pd -0.94069 0.28914 -0.86379 0.7167
P 4.39065 -0.70143 -0.70982 0.6086
C -3.02844 1.52306 -3.46213 -0.0278
C -1.62446 1.53871 -3.07478 0.1153
C -0.63410 1.34731 -4.05982 0.0604
C 0.64526 1.88927 -3.92065 0.0482
C 0.95358 2.70954 -2.84455 0.1267
C 0.12641 2.67060 -1.71459 -0.0036
C -1.20083 2.16040 -1.82622 0.0593
Br 2.51138 3.67880 -2.70744 0.1017
H -3.88870 2.92021 -2.10725 0.0065
H -3.37491 0.80652 -4.23038 -0.0010
H -5.33911 4.93508 -2.67390 0.0068
H -4.49221 1.96430 -5.74851 0.0062
H -6.73592 6.11058 -4.35691 0.0140
H -5.93166 3.29666 -7.26759 0.0150
H -0.92934 0.80966 -4.96044 0.0010
H -1.97439 2.51897 -1.13408 0.0055
H 1.42764 1.69205 -4.65018 0.0000
H 0.48222 3.08092 -0.79238 -0.0029
P -0.95511 -1.94111 -1.16493 0.1572
C 4.92348 1.03530 -0.61123 0.0976
C 6.25330 1.39063 -1.27269 0.0063
H 4.96776 1.27340 0.45737 -0.0002
H 4.07790 1.57428 -1.05968 0.0232
H 6.44300 2.46222 -1.19464 -0.0001
H 7.08832 0.89594 -0.77860 0.0016
H 6.29303 1.13005 -2.33332 0.0003
C 3.66990 -0.82245 -2.36767 0.0839
C 4.56132 -1.73919 -3.20063 0.0224
H 3.56356 0.18265 -2.78910 0.0101
H 2.67296 -1.26300 -2.27875 0.0025
H 4.23707 -1.77005 -4.24327 0.0007
H 5.60756 -1.41120 -3.16950 0.0027
H 4.52193 -2.75947 -2.79979 0.0024
C 3.08126 -0.95342 0.51986 0.0876
C 3.71083 -1.64652 1.74132 0.0217
H 2.26615 -1.56420 0.09611 0.0009
H 2.69304 0.04630 0.76196 0.0143
H 3.01880 -2.36125 2.19552 0.0008
H 4.61079 -2.20746 1.46145 0.0090
H 3.99136 -0.91833 2.50706 0.0003
C -0.53132 -3.37735 -0.09127 0.0264
C -1.57711 -4.44947 0.25178 0.0026
H -0.04443 -2.98852 0.81662 0.0028
H 0.25774 -3.91802 -0.63550 0.0040
H -2.42304 -4.06657 0.84051 0.0002
H -1.96077 -4.95671 -0.64884 0.0001
H -1.08093 -5.22458 0.85839 0.0008
C 0.38032 -2.12074 -2.38751 0.0434
C -0.02438 -2.11614 -3.84793 0.0034
H 0.92201 -3.04898 -2.16457 0.0060
H 1.03973 -1.27695 -2.15480 0.0109
H -0.82749 -2.83829 -4.04627 0.0000
H -0.33451 -1.11580 -4.18002 0.0014
H 0.85157 -2.41445 -4.44110 0.0005
C -2.51335 -2.29075 -2.00421 0.0313
C -3.73806 -1.97164 -1.15897 0.0021
H -2.47509 -3.35357 -2.31939 0.0073
H -2.52818 -1.67434 -2.91030 0.0009
H -4.64625 -1.97838 -1.78279 0.0000
H -3.88329 -2.71235 -0.36458 0.0001
H -3.63064 -0.97775 -0.71984 0.0005
N -1.51453 -0.71693 2.16176 0.0054
C -1.14313 -0.35803 3.40502 0.0065
C -0.78228 0.98073 3.35833 0.0083
C -0.98894 1.36188 2.02638 0.0086
N -1.30636 0.30490 1.27939 0.1023
H -1.79175 -1.66375 1.86020 0.0002
H -1.04625 -1.06927 4.21270 0.0006
H -0.36005 1.57518 4.14675 0.0010
H -0.89797 2.35322 1.59281 0.0005
```